Molecular formula: C51H112BrFNO
Method: DFT, ωB97M-V/def2-TZVPD

Structure (XYZ):
```
167
Properties=species:S:1:pos:R:3:forces:R:3:mulliken_charge:R:1
H -5.1228 -1.4608 5.7724 -0.070 0.033 -0.034 0.364
C -12.0371 0.8228 -2.5049 -0.228 -0.015 0.155 -1.069
H -9.4343 1.2887 6.1603 0.053 -0.075 -0.033 0.400
H 7.1117 3.9972 2.8816 -0.056 0.001 -0.051 0.214
C -10.9810 -1.2246 -3.5951 -0.007 -0.157 -0.023 -0.380
H 10.0768 7.2482 0.6612 -0.033 -0.014 -0.051 0.347
H -6.0590 3.5310 -0.9594 -0.087 -0.218 1.605 0.386
H -5.2291 0.7850 6.7881 -0.040 -0.028 -0.048 0.476
C -8.4494 1.1621 4.2657 -0.158 -0.066 -0.225 -0.323
H 2.9229 -5.5175 -3.7466 0.029 0.002 0.040 0.264
H -10.8801 -2.3083 -3.4733 0.005 0.071 -0.010 0.354
H 9.1992 9.2530 1.4209 -0.055 -0.013 0.026 0.306
C 10.9334 -4.7551 -4.7733 -0.066 0.138 -0.030 -0.446
H -10.6425 -1.3437 -5.7104 -0.048 0.012 0.035 0.406
C 6.8459 1.8031 0.1863 -0.003 0.161 0.027 -0.600
O -8.2506 -1.0581 -0.9959 1.721 -0.052 3.974 -0.438
H -11.3493 0.1714 -5.2006 0.025 -0.045 0.007 0.331
H 9.3753 -5.8057 -3.6727 -0.017 0.054 0.019 0.263
H -0.5497 -3.0619 1.3177 0.030 0.037 0.027 0.343
H 11.7419 -6.2508 -7.6187 -0.032 -0.012 -0.048 0.284
C 10.9122 -6.9206 -7.8547 0.094 -0.161 0.045 -1.218
H -8.2836 2.2387 4.1600 0.052 0.003 0.016 0.242
H -10.5732 2.9141 0.0446 0.808 0.443 1.257 0.379
H 6.8831 2.8859 0.0238 0.021 -0.048 0.018 0.198
H -2.1523 -1.2247 1.4552 -0.008 0.008 0.025 0.243
H -4.3615 0.9092 1.9312 -0.417 1.694 0.570 -0.116
H -1.0374 -0.8045 4.4114 -0.069 0.024 -0.015 0.391
C 9.2587 8.7398 3.5059 -0.069 0.132 -0.021 -0.336
C 5.4726 1.2887 -0.2470 0.127 -0.017 -0.089 -0.555
H -12.9248 -1.1347 -2.6343 0.042 0.007 -0.004 0.304
H 6.7364 7.7921 2.4957 0.037 0.027 -0.033 0.320
H 5.1578 -2.4075 -3.5297 -0.075 -0.045 -0.003 0.411
H 1.7450 -2.5405 0.2453 -0.002 0.058 -0.012 0.082
C -4.5022 2.0505 2.0037 0.946 -0.479 -0.551 -0.455
H -0.8402 -2.6176 2.9835 -0.005 0.020 -0.059 0.356
H 8.6560 6.1865 2.4543 -0.029 0.031 0.015 0.286
H 7.6100 1.3758 -0.4728 -0.053 0.009 0.014 0.380
C -8.4302 3.7302 0.0928 -0.861 -2.092 -0.049 -0.873
H 9.0936 -7.6668 -7.0090 0.040 0.037 0.075 0.386
H -9.3711 0.9078 3.7326 0.010 0.022 -0.028 0.374
H -8.7771 -0.2962 5.8141 0.029 0.030 -0.003 0.339
H 8.8046 6.9029 -0.5243 0.050 0.026 0.037 0.312
H -7.4104 3.2657 1.9319 0.778 -1.150 -1.152 0.063
C 10.0377 -4.9451 -3.5568 0.131 -0.086 0.123 -1.080
H 0.5792 -4.9945 -3.1418 -0.002 0.073 0.076 0.394
H 5.2675 1.5685 2.5580 0.024 -0.034 -0.025 0.190
H 10.3281 -7.3104 -5.8192 -0.031 0.034 0.009 0.250
H 5.7432 3.9125 1.7578 0.045 0.020 0.028 0.248
C -9.0536 1.4840 0.6444 0.317 1.443 1.045 -0.097
H 7.8955 9.9444 2.3577 0.035 -0.035 0.017 0.382
C -0.9344 0.2162 2.4903 -0.132 -0.079 -0.044 -0.310
C 9.2087 -5.5845 -6.5107 -0.073 -0.020 0.146 -0.187
H -6.5372 0.0148 1.7095 -0.706 0.217 -1.611 0.169
H 1.5916 -0.8111 0.6082 0.027 -0.034 -0.033 0.313
C 1.1301 -2.1259 2.2823 -0.060 -0.122 -0.095 -0.590
H 1.3320 -1.3758 3.0525 -0.037 -0.020 0.010 0.289
H 1.0503 -4.6808 -1.4661 0.021 0.044 -0.025 0.189
H -7.6270 0.6349 3.7737 0.055 0.006 0.022 -0.177
C 4.8336 -3.4521 -3.4680 0.089 0.049 0.140 -0.674
C -6.0348 0.4471 6.1274 -0.028 0.015 -0.107 -0.001
H 4.0069 -3.5582 -4.1765 -0.019 0.007 0.039 0.299
H -12.4484 1.2073 -3.4401 0.077 0.038 0.061 0.333
H -9.7857 0.6220 0.5552 1.601 0.668 0.055 0.416
C -11.3910 -0.9111 -5.0374 -0.041 0.164 0.016 -0.837
H 5.2898 1.6147 -1.2765 -0.008 0.030 0.075 0.415
H 4.6839 1.7412 0.3618 0.040 0.026 0.007 0.203
C 3.7966 -5.1309 -1.7984 0.129 -0.065 -0.055 -0.866
H 10.8659 -4.2450 -6.8587 -0.055 -0.012 0.027 0.325
H 5.1899 -3.5617 -1.3493 -0.026 0.008 -0.040 0.376
H -3.7456 3.3201 0.3372 -1.481 -1.028 0.022 0.387
H -6.8444 -1.4496 5.4494 -0.005 0.026 -0.021 0.173
H -12.6981 1.1476 -1.6961 0.016 0.066 -0.070 0.379
H -1.4284 0.9134 4.4721 -0.054 -0.096 0.038 0.399
H 9.5651 -3.5529 -5.9181 0.029 -0.029 0.020 0.373
C -4.6232 2.5902 0.4976 0.386 0.910 -0.102 -0.902
H -11.5616 -1.0281 -1.5398 -0.049 -0.075 -0.036 0.309
F -5.7518 4.7607 0.6837 -0.698 -1.991 -0.512 -0.367
H 6.8460 -4.2197 -3.2235 -0.034 -0.061 -0.021 0.238
C 1.3958 -4.6470 -2.5033 -0.094 -0.039 -0.163 -1.062
C 7.2311 1.4925 1.6360 -0.038 -0.160 -0.008 -0.737
H 8.4078 -5.7059 -5.7728 0.034 0.031 -0.030 -0.064
C 2.6230 -5.5284 -2.6945 0.006 -0.036 0.153 -0.498
H 11.3281 -7.9208 -8.0022 0.012 0.094 -0.057 0.379
H -5.7555 0.7804 5.1207 0.024 0.030 0.018 -0.321
H -7.5322 0.9275 7.6071 0.016 0.018 -0.088 0.346
H 11.6073 -3.9135 -4.5814 0.001 -0.074 -0.047 0.353
C -6.3278 -1.6617 7.5290 -0.051 -0.166 -0.049 -1.327
H -13.5501 -0.9580 -4.8220 0.031 0.027 -0.011 0.231
C 5.3542 -0.2285 -0.1918 -0.191 -0.004 -0.033 -0.885
H -8.4674 3.3673 -0.9964 0.411 0.754 1.384 0.336
C 6.2573 2.0145 2.6939 0.172 0.011 0.022 -0.369
H 10.4658 -6.5985 -8.7992 0.051 0.024 0.037 0.291
H 5.4789 -0.6074 0.8251 0.026 -0.023 -0.044 0.294
C 6.1390 3.5324 2.7023 -0.163 -0.007 0.122 -1.069
H 3.5965 -2.9811 -1.7759 0.032 -0.035 0.020 -0.101
H 0.1186 0.4962 2.5858 -0.034 -0.029 -0.046 0.355
C -1.0853 -0.9996 1.5749 0.132 0.051 -0.146 -0.578
C -1.5348 0.0048 3.8734 0.100 0.180 0.080 -1.173
H -2.6012 -0.2301 3.8030 0.022 -0.056 0.040 0.135
H 8.9642 8.3773 5.6137 -0.108 0.015 -0.012 0.369
H -13.8990 -3.2390 -5.7196 0.100 -0.054 0.029 0.376
C -12.9039 -2.9324 -5.3878 -0.174 -0.007 -0.007 -1.175
H 6.3154 -4.0836 -4.9051 0.055 -0.071 0.070 0.420
C 7.5400 7.9141 1.7610 -0.070 -0.020 0.147 -0.875
H 9.4244 -4.0566 -3.3830 -0.015 -0.061 -0.016 0.231
C 5.9916 -4.3443 -3.8939 -0.010 0.035 -0.186 -1.113
H -0.7220 -0.7348 0.5760 -0.011 -0.037 0.044 0.396
N -7.7123 1.4606 0.6939 -4.184 -0.031 -0.728 0.544
H -7.1767 2.2275 6.4942 -0.033 -0.039 0.011 0.368
C 10.1535 -4.4672 -6.0569 0.096 -0.019 -0.123 -0.692
H -8.3586 4.8613 0.1060 -0.025 -1.576 0.484 0.357
C -6.9300 0.1975 0.6407 1.773 -1.161 1.532 0.288
H 7.4258 5.8328 1.2594 0.046 0.045 0.069 -0.064
C -12.7759 -1.4160 -5.4453 0.114 -0.034 -0.092 -0.424
H -4.4666 1.7754 -0.3023 -0.381 1.110 1.320 0.398
H 3.4837 -5.2018 -0.7503 -0.009 -0.008 -0.039 0.380
H -9.9439 3.3239 1.8159 0.378 -0.852 -1.581 0.298
H 5.7084 -5.3993 -3.9004 0.051 0.024 0.015 0.276
C -8.5678 0.7739 5.7323 0.017 0.121 0.169 -0.753
H -9.9813 -0.8095 -3.4219 -0.029 -0.018 0.020 0.185
C -5.9487 3.4163 0.1730 1.585 -0.558 0.488 0.129
H 8.2240 1.9147 1.8277 -0.055 -0.008 0.010 0.419
H -6.3184 -2.7537 7.4874 -0.004 0.082 0.084 0.403
H 1.5127 -3.0752 2.6718 -0.052 0.086 0.028 0.410
C 8.3590 8.5485 4.7196 0.125 -0.078 0.114 -1.159
C 1.8979 -1.7781 1.0142 0.159 0.044 0.091 -0.735
C 4.3557 -3.7257 -2.0410 -0.134 0.074 0.006 0.029
H -5.3452 2.3592 2.6999 0.930 -0.547 -0.984 0.167
C -7.7554 -1.0687 0.1354 -1.653 0.596 -3.186 -0.130
C -9.6828 2.9776 0.7493 0.866 -1.256 -1.346 -0.625
H 9.6635 5.5788 0.2738 0.015 0.087 -0.058 0.394
H -11.0558 1.2811 -2.3443 0.042 0.028 -0.103 0.143
H 6.6081 1.6869 3.6785 -0.050 -0.027 -0.072 0.370
H 9.9324 9.5807 3.7012 -0.001 -0.076 -0.049 0.366
H 1.5998 -3.6065 -2.7662 -0.019 -0.017 0.042 0.267
H 4.3670 -0.5418 -0.5421 0.086 -0.073 0.012 0.238
C -11.9298 -0.6965 -2.5177 0.199 0.006 -0.019 -0.414
H 7.0515 8.2340 0.8335 0.029 -0.035 0.025 0.399
H 2.9686 -1.7223 1.2257 -0.066 0.003 -0.102 0.274
C 9.2476 6.5791 0.4213 0.098 -0.161 0.052 -1.446
H -5.9845 0.2639 -0.0082 -1.680 0.226 0.695 0.211
H 7.3375 0.4094 1.7604 0.012 0.057 -0.026 0.316
H 7.7456 9.4367 4.8932 -0.015 -0.068 -0.013 0.294
H -12.1691 -3.4098 -6.0414 -0.020 -0.002 0.072 0.296
Br -8.0311 -2.6252 1.3348 0.468 1.423 -0.732 -0.067
H -12.9754 -1.0886 -6.4708 -0.002 0.038 0.096 0.382
H -12.7631 -3.3125 -4.3736 0.012 -0.029 -0.049 0.280
C 8.2033 6.5554 1.5292 -0.120 0.079 -0.146 0.360
H 4.5979 -5.8675 -1.9211 -0.032 0.053 0.019 0.383
H 9.8965 7.8600 3.3789 -0.016 0.025 -0.040 0.241
H -7.2966 -1.3557 7.9294 0.054 -0.012 0.027 0.297
H -3.5328 2.4522 2.4563 -1.430 -0.574 -0.554 0.462
H 5.4601 3.8530 3.4972 0.062 0.065 -0.060 0.419
H 2.3473 -6.5631 -2.4656 0.055 0.044 -0.052 0.385
H 11.5713 -5.6346 -4.9010 -0.020 0.026 -0.040 0.257
C -6.0812 -1.0817 6.1428 0.139 0.074 0.055 -0.235
H -1.4365 1.0691 2.0195 0.088 -0.001 -0.028 0.235
C -7.3314 1.1440 6.5529 0.041 -0.055 0.100 -0.923
H 6.1044 -0.7007 -0.8319 -0.014 -0.013 0.070 0.309
C 8.4837 9.0301 2.2198 0.099 -0.011 -0.119 -0.761
H 8.7166 -5.2661 -7.4368 0.028 -0.032 0.026 0.393
C -7.2871 2.8789 0.8621 0.608 4.014 -1.250 0.051
H 10.6459 -5.1146 -2.6643 -0.107 0.013 -0.009 0.413
C 9.8719 -6.9432 -6.7431 -0.119 0.063 -0.114 -0.495
H -5.5490 -1.3447 8.2274 -0.077 0.003 -0.014 0.300
H 7.6964 7.6884 4.6006 -0.009 0.048 0.018 0.260
C -0.3755 -2.2695 2.0544 -0.068 -0.032 0.162 -0.848
```
Positions in Å, forces in eV/Å.

Computed properties:
**Orbital gap**: 7.0 eV
**Spin multiplicity**: 1
**Charge**: +1